This record from OMol25 describes an isolated molecule of C17H19NO3. The level of theory is ωB97M-V/def2-TZVPD.

**Max |F|**: 0.61 eV Å⁻¹
**Energy relative to the best compared isomer or geometry (same formula, charge and spin)**: 126.6 kJ/mol
**Highest occupied orbital energy**: -8.534 eV
**Charge**: 0
**Calculated total energy**: -939.665672 hartree
**SMILES**: CN(C)C[C@H]1Oc2ccccc2O[C@]1(O)c1ccccc1

The geometry in XYZ format:
```
40
Properties=species:S:1:pos:R:3:forces:R:3:lowdin_charge:R:1
C -0.831 -2.753 -1.969 -0.1 0.0 0.1 -0.09
N -1.242 -1.364 -2.026 0.0 0.1 -0.1 -0.27
C -1.816 -1.043 -3.316 0.0 0.0 0.1 -0.11
H -2.655 -1.712 -3.501 0.0 0.0 -0.1 0.08
H -2.186 -0.019 -3.299 0.0 0.0 -0.1 0.08
H -1.097 -1.147 -4.143 0.0 0.0 0.0 0.09
C -0.160 -0.462 -1.682 0.0 -0.1 0.4 -0.13
C 0.117 -0.483 -0.177 -0.2 0.6 -0.1 -0.20
H -0.812 -0.726 0.358 0.1 0.0 -0.1 0.18
O 1.105 -1.465 0.091 0.4 -0.2 0.2 -0.01
C 1.524 -1.481 1.402 -0.1 0.0 0.1 -0.19
C 2.149 -2.618 1.895 -0.1 0.2 -0.1 0.00
C 2.566 -2.658 3.211 0.0 -0.1 0.0 -0.09
C 2.353 -1.570 4.042 0.0 0.1 0.1 -0.09
C 1.749 -0.427 3.553 -0.1 0.0 -0.2 0.00
C 1.342 -0.370 2.226 0.0 -0.1 -0.2 -0.18
O 0.773 0.788 1.763 0.0 0.0 0.2 0.06
C 0.643 0.880 0.350 -0.2 -0.4 -0.2 -0.44
C -0.340 1.996 0.078 0.2 0.0 0.1 -0.14
C -0.072 2.964 -0.879 0.1 -0.1 0.1 -0.02
C -0.996 3.963 -1.130 0.0 0.1 -0.1 -0.07
C -2.189 3.999 -0.430 0.0 0.1 0.0 -0.09
C -2.454 3.038 0.531 -0.1 0.0 0.0 -0.07
C -1.534 2.037 0.785 0.1 0.0 0.0 -0.01
H -1.733 1.295 1.543 0.0 -0.1 0.1 0.12
H -3.381 3.067 1.085 -0.1 0.0 0.0 0.10
H -2.910 4.779 -0.628 -0.1 0.1 0.0 0.10
H -0.782 4.715 -1.875 0.0 0.1 -0.1 0.10
H 0.865 2.932 -1.411 0.1 0.0 -0.1 0.12
O 1.873 1.163 -0.243 0.1 0.1 0.0 0.08
H 2.407 0.356 -0.258 -0.1 0.0 0.0 0.12
H 1.587 0.439 4.174 0.0 0.1 0.1 0.12
H 2.668 -1.606 5.073 0.0 0.0 0.1 0.10
H 3.050 -3.545 3.590 0.0 -0.1 0.0 0.10
H 2.292 -3.455 1.230 0.0 -0.1 -0.1 0.12
H -0.459 0.550 -1.960 0.0 -0.1 0.0 0.12
H 0.777 -0.707 -2.211 0.0 0.1 0.0 0.14
H -0.405 -2.965 -0.992 0.0 -0.1 0.0 0.08
H -1.704 -3.386 -2.117 0.0 -0.1 0.0 0.09
H -0.080 -2.999 -2.737 0.1 0.0 0.0 0.09
```
Forces are in eV/Å.

***

This record from OMol25 describes an isolated molecule of C17H19NO4 in a non-equilibrium geometry. The level of theory is ωB97M-V/def2-TZVPD.

**Max |F|**: 1.23 eV Å⁻¹
**Energy relative to the best compared isomer or geometry (same formula, charge and spin)**: 314.9 kJ/mol
**Highest occupied orbital energy**: -8.002 eV
**Charge**: 0
**Calculated total energy**: -1014.877699 hartree
**SMILES**: O[C@@H](CNCc1ccc2c(c1)OCO2)COc1ccccc1

The geometry in XYZ format:
```
41
Properties=species:S:1:pos:R:3:forces:R:3:lowdin_charge:R:1
O -3.451 -0.386 -1.607 -0.1 0.1 -0.4 -0.01
C -3.330 -0.247 -0.220 0.3 0.3 0.4 -0.34
C -3.242 1.250 0.158 -0.5 -0.5 0.1 -0.13
O -2.204 1.890 -0.553 0.2 0.0 -0.2 -0.04
C -0.945 2.041 -0.044 0.3 0.2 -0.1 -0.27
C -0.537 1.757 1.254 -0.4 0.0 0.0 -0.03
C 0.780 1.972 1.625 0.1 0.1 0.0 -0.08
C 1.699 2.482 0.727 0.1 0.0 0.1 -0.10
C 1.289 2.781 -0.563 0.0 0.0 0.0 -0.09
C -0.016 2.558 -0.949 -0.2 -0.1 0.0 0.00
H -0.348 2.780 -1.951 0.0 0.0 -0.1 0.12
H 1.988 3.193 -1.276 0.1 0.0 -0.1 0.10
H 2.722 2.643 1.028 0.1 0.0 0.0 0.11
H 1.086 1.735 2.633 0.0 0.0 0.1 0.11
H -1.225 1.362 1.985 -0.1 -0.1 0.0 0.11
H -3.150 1.373 1.240 0.0 0.1 0.0 0.12
H -4.158 1.745 -0.178 0.1 -0.1 0.1 0.14
C -2.121 -1.016 0.340 -0.2 0.1 -0.2 -0.18
N -1.880 -2.234 -0.402 -0.2 -0.1 0.1 -0.06
H -2.730 -2.785 -0.466 0.1 0.0 -0.1 0.12
C -0.799 -3.021 0.166 0.0 -0.1 0.1 -0.19
C 0.478 -2.219 0.166 0.0 -0.1 0.2 -0.24
C 1.213 -2.045 1.326 -0.2 -0.1 -0.1 -0.04
C 2.379 -1.282 1.355 0.3 0.3 -0.2 0.00
C 2.769 -0.696 0.178 -0.3 -0.2 -0.3 -0.22
C 2.029 -0.858 -0.995 0.2 0.0 0.5 -0.19
C 0.887 -1.615 -1.029 0.3 0.2 -0.1 0.06
H 0.310 -1.736 -1.929 -0.1 0.0 -0.2 0.13
O 2.638 -0.170 -2.012 -0.4 -0.2 0.0 0.04
C 3.805 0.393 -1.454 0.9 0.6 -0.6 -0.17
O 3.861 0.092 -0.077 -0.2 -0.2 0.4 0.02
H 3.792 1.484 -1.593 -0.1 -0.2 0.1 0.13
H 4.693 -0.026 -1.957 -0.2 0.0 0.1 0.14
H 2.949 -1.154 2.260 0.1 0.0 0.1 0.12
H 0.879 -2.514 2.240 -0.1 -0.1 0.1 0.11
H -1.014 -3.354 1.197 0.1 0.0 -0.1 0.12
H -0.676 -3.909 -0.462 0.0 0.0 0.1 0.12
H -1.216 -0.411 0.234 -0.1 0.0 0.1 0.10
H -2.284 -1.194 1.420 0.1 0.1 -0.1 0.14
H -4.259 -0.658 0.193 0.1 0.1 0.0 0.15
H -2.663 0.000 -2.011 0.0 -0.1 0.0 0.10
```
Forces are in eV/Å.

***

This record from OMol25 describes a structure of composition C17H20BF4N5PPt in a non-equilibrium geometry. The level of theory is ωB97M-V/def2-TZVPD.

**Max |F|**: 1.53 eV Å⁻¹
**Highest occupied orbital energy (spin up / spin down)**: -9.387 / -11.379 eV
**2S+1**: 3
**Charge**: +1
**Calculated total energy**: -1818.587023 hartree

The geometry in XYZ format:
```
49
Properties=species:S:1:pos:R:3:forces:R:3:lowdin_spin:R:1
Pt -0.795 -0.178 -0.449 0.5 0.2 -0.5 0.60
N 3.336 -1.276 -0.576 -0.1 0.1 0.1 0.02
C 2.130 -0.883 -0.964 0.2 -0.1 -0.2 0.01
N 1.207 -0.516 -0.122 -0.4 0.2 0.1 0.02
C 1.429 -0.639 1.277 -0.6 0.0 0.2 0.10
N 0.420 -0.641 2.089 0.9 -0.3 0.7 -0.03
N -0.765 -0.479 1.533 -0.4 0.7 -1.3 0.25
C -1.976 -0.706 2.045 -0.1 -0.1 0.3 0.26
C -3.074 -0.524 1.174 0.0 0.0 0.1 0.07
C -4.413 -0.700 1.567 -0.1 0.0 -0.1 0.06
C -5.415 -0.610 0.635 0.1 0.0 0.1 0.03
C -5.099 -0.329 -0.702 0.1 0.0 0.0 0.08
C -3.781 -0.148 -1.043 -0.3 0.1 -0.2 0.03
N -2.794 -0.234 -0.144 0.2 -0.1 0.1 0.11
C 2.798 -0.802 1.722 0.3 0.0 -0.2 0.01
C 3.196 -0.641 3.048 0.0 0.0 0.0 0.02
C 4.518 -0.834 3.399 -0.1 0.0 0.1 0.00
C 5.454 -1.198 2.437 0.0 0.0 -0.1 0.02
C 5.077 -1.364 1.116 0.0 -0.1 0.0 0.00
C 3.753 -1.159 0.761 -0.1 0.1 0.3 0.02
H 3.980 -1.646 -1.258 0.0 0.0 -0.1 0.00
H 1.910 -0.874 -2.022 -0.1 -0.1 0.0 0.00
H -2.094 -1.079 3.053 0.1 0.0 0.0 0.02
H -4.626 -0.924 2.603 0.0 0.0 0.0 0.00
H -6.444 -0.767 0.927 0.0 0.0 0.0 0.00
H -5.868 -0.269 -1.457 0.0 0.0 0.0 0.00
H -3.489 0.050 -2.066 0.1 0.0 0.0 0.00
H 2.453 -0.375 3.787 0.0 0.0 0.0 0.00
H 4.826 -0.705 4.427 0.0 0.0 0.0 0.00
H 6.489 -1.346 2.716 0.0 0.0 0.0 0.00
H 5.803 -1.655 0.366 0.0 0.0 0.0 0.00
C -2.127 2.908 -1.614 0.1 -0.3 0.0 0.02
P -0.568 2.029 -1.299 -0.1 0.0 0.6 0.12
C 0.423 2.390 -2.779 -0.1 -0.4 0.1 0.04
C 0.258 2.983 0.014 -0.1 -0.1 -0.2 0.00
H -1.906 3.970 -1.728 0.0 0.0 0.0 0.00
H -2.835 2.769 -0.799 0.0 0.0 0.0 0.00
H -2.563 2.529 -2.538 -0.1 0.0 0.0 0.00
H 0.384 3.465 -2.958 0.0 0.0 0.0 0.01
H 0.024 1.860 -3.644 0.0 0.0 0.0 0.00
H 1.457 2.085 -2.626 0.0 0.0 0.0 0.00
H 0.192 4.049 -0.207 0.0 0.0 0.0 0.00
H 1.308 2.696 0.061 0.0 0.0 0.0 0.00
H -0.207 2.785 0.978 0.0 0.0 0.0 0.00
F 0.942 -3.049 -2.140 0.0 0.0 0.0 0.00
B -0.396 -2.683 -2.179 0.0 0.2 0.2 0.00
F -0.453 -1.274 -2.620 0.0 0.1 -0.1 0.05
F -0.901 -2.608 -0.828 0.0 -0.1 0.0 0.03
F -1.176 -3.455 -2.969 0.0 0.0 0.0 0.00
```
Forces are in eV/Å.

***

This record from OMol25 describes a cluster of 4 separate species, C17H20Br2O7S in total in a non-equilibrium geometry. The level of theory is ωB97M-V/def2-TZVPD.

**Max |F|**: 5.54 eV Å⁻¹
**Highest occupied orbital energy**: -10.289 eV
**Charge**: 0
**Calculated total energy**: -6732.512066 hartree
**SMILES**: O=C1C=CC(=O)C=C1.O=C1C=CC(=O)C=C1.CCOS(C)(=O)=O.BrCCBr

The geometry in XYZ format:
```
47
Properties=species:S:1:pos:R:3:forces:R:3:lowdin_charge:R:1
Br -8.386 -29.708 10.839 0.4 -0.4 0.4 0.61
C -8.218 -29.525 12.788 -0.5 1.6 0.0 -0.62
C -8.508 -28.042 13.094 -0.9 -0.4 0.4 -0.78
Br -7.180 -26.821 12.601 2.0 0.9 -0.5 0.67
H -7.232 -29.737 13.200 0.1 -0.5 -0.6 0.05
H -8.981 -30.159 13.239 0.1 0.0 -0.1 0.06
H -8.603 -27.865 14.166 -0.4 -0.3 -0.1 0.05
H -9.302 -27.549 12.534 -0.7 -1.1 0.4 0.03
O 0.673 -20.573 10.396 -0.8 -4.4 -0.1 -0.34
S 0.540 -22.057 10.110 0.1 2.3 0.0 0.71
O 1.480 -23.014 10.648 -0.5 0.9 0.0 -0.30
O -0.977 -22.687 10.419 1.0 1.7 -1.2 -0.27
C -1.492 -22.687 11.761 1.0 -0.6 1.5 -0.29
C -2.961 -22.946 11.851 -0.8 0.4 -0.6 -0.08
C 0.614 -22.163 8.283 -1.1 0.7 0.6 -0.11
H -1.325 -21.779 12.341 0.5 0.5 -0.6 0.12
H -0.928 -23.461 12.281 -0.2 -0.1 0.0 0.09
H -3.302 -23.812 11.284 0.1 0.0 0.1 0.07
H -3.517 -22.067 11.524 0.0 0.0 -0.4 0.08
H -3.262 -23.034 12.895 0.3 -0.4 0.1 0.09
H 1.602 -22.505 7.976 -0.3 -0.3 0.2 0.07
H 0.444 -21.148 7.924 0.3 0.1 0.2 0.06
H -0.261 -22.698 7.914 0.5 -0.6 0.1 0.06
C -4.229 -31.197 8.714 0.3 1.0 -0.4 0.04
C -4.635 -31.434 9.953 -0.8 2.2 -1.0 0.00
C -4.083 -32.430 10.821 0.0 -0.7 -2.6 -0.44
O -4.575 -32.648 11.871 -0.6 -0.6 3.1 0.15
C -3.101 -33.293 10.162 0.9 -0.1 -0.8 0.05
C -2.698 -33.076 8.878 0.8 -2.6 4.8 0.01
C -3.144 -31.985 8.115 -0.5 -0.4 -0.7 -0.43
O -2.637 -31.941 7.024 -0.2 1.7 -1.7 0.13
H -4.637 -30.325 8.224 -0.1 -0.2 -0.5 0.12
H -5.426 -30.774 10.278 -0.2 -0.2 0.7 0.09
H -2.780 -34.092 10.813 0.4 -0.3 -0.3 0.12
H -1.900 -33.706 8.514 -0.2 0.0 -0.5 0.13
C -3.785 -28.321 12.566 0.5 -1.6 -0.3 0.01
C -3.012 -27.264 12.298 -0.7 -0.5 -1.0 0.00
C -2.092 -26.677 13.240 -0.3 0.0 1.4 -0.37
O -1.542 -25.617 13.027 0.2 -0.4 0.3 0.12
C -2.010 -27.447 14.528 1.1 1.6 -0.6 0.04
C -2.772 -28.482 14.763 -0.3 -1.9 2.1 -0.02
C -3.740 -29.086 13.873 -2.9 0.0 -0.6 -0.33
O -4.583 -29.968 14.196 2.8 2.5 -1.1 0.07
H -4.292 -28.868 11.786 -0.6 0.4 -0.2 0.10
H -2.984 -26.770 11.338 -0.3 -0.1 -0.3 0.13
H -1.327 -27.061 15.271 0.0 0.0 0.1 0.12
H -2.771 -28.972 15.726 0.3 0.0 0.3 0.13
```
Forces are in eV/Å.

***

This record from OMol25 describes an isolated molecule of C17H20BrN5O2 in a non-equilibrium geometry. The level of theory is ωB97M-V/def2-TZVPD.

**Max |F|**: 4.57 eV Å⁻¹
**Energy relative to the best compared isomer or geometry (same formula, charge and spin)**: 164.7 kJ/mol
**Highest occupied orbital energy**: -7.622 eV
**Charge**: 0
**Calculated total energy**: -3657.946216 hartree
**SMILES**: Cc1[nH][nH]c(=O)c1C(c1ccc(N(C)C)c(Br)c1)c1c(C)[nH][nH]c1=O

The geometry in XYZ format:
```
45
Properties=species:S:1:pos:R:3:forces:R:3:lowdin_charge:R:1
O 4.323 -1.651 0.076 0.7 0.5 -0.9 0.04
O 0.594 1.880 3.267 0.3 -0.3 0.3 0.02
Br -2.425 -1.510 -1.916 0.2 0.3 -0.2 0.74
C 3.249 -1.925 0.580 1.5 1.5 -0.4 -0.47
C 1.779 1.881 2.977 1.0 -0.4 -2.2 -0.41
C 1.346 -1.922 1.588 -2.4 0.7 -0.1 -0.26
C 3.797 1.650 1.726 0.5 2.0 2.2 -0.25
C 2.187 -1.050 1.009 -0.6 -0.5 -0.6 -0.05
C 2.503 1.278 1.708 -0.6 0.8 0.5 -0.05
C -1.409 2.190 -0.239 1.5 -0.6 1.8 -0.02
C -0.191 1.962 0.370 2.1 -2.6 -0.5 0.01
C -0.156 -0.286 -0.675 -0.4 3.8 0.7 -0.10
C -1.414 -0.067 -1.211 -0.8 1.8 1.0 -0.58
C -2.031 1.214 -0.987 0.3 -0.4 -0.8 -0.30
C 0.516 0.718 0.081 -0.7 0.6 0.3 -0.10
N 2.919 -3.206 0.848 0.3 0.3 2.2 0.09
N 2.758 2.596 3.642 1.7 -2.1 -3.7 0.12
N 1.683 -3.251 1.432 -1.4 0.0 0.6 0.05
N 4.000 2.472 2.846 0.0 0.7 1.1 0.04
N -3.226 1.667 -1.516 -3.8 0.1 0.9 -0.21
C 0.011 -1.658 2.172 -0.4 -0.4 0.1 0.00
C 5.017 1.464 0.831 -2.0 -2.0 -0.3 0.00
C 2.002 0.415 0.583 -1.9 -0.8 0.5 -0.12
C -3.459 1.846 -2.927 -2.1 -3.0 0.4 -0.09
C -4.331 2.193 -0.571 1.2 -0.6 -1.1 -0.02
H -1.947 3.058 0.089 -0.2 0.4 -0.5 0.11
H 0.296 2.641 1.063 -0.3 0.2 -0.3 0.10
H 0.379 -1.097 -0.953 1.4 -2.9 -0.5 0.08
H 3.266 -3.852 0.218 0.3 -2.0 -1.1 0.14
H 2.600 3.001 4.525 0.6 0.7 0.9 0.13
H 1.477 -3.777 2.307 1.0 0.0 -1.0 0.17
H 4.956 2.646 3.217 -1.6 -0.3 0.1 0.16
H -0.270 -0.640 2.134 0.0 1.2 -0.4 0.06
H -0.793 -2.216 1.677 0.3 -0.1 0.1 0.10
H -0.004 -1.832 3.226 0.0 -0.7 0.9 0.08
H 5.674 0.697 1.289 -0.1 0.7 -0.3 0.10
H 5.490 2.394 0.547 0.1 0.1 0.2 0.08
H 4.585 0.935 -0.063 0.9 0.6 0.6 0.08
H 2.632 0.522 -0.310 0.0 0.2 0.3 0.14
H -4.572 1.612 -3.177 1.9 0.4 0.3 0.12
H -3.213 2.757 -3.348 0.5 2.4 -0.5 0.05
H -2.855 1.122 -3.462 0.0 -0.4 -0.2 0.06
H -4.618 1.555 0.241 0.4 -1.3 0.2 0.07
H -5.286 2.329 -1.091 0.6 0.4 -0.4 0.08
H -4.025 3.059 -0.008 0.1 0.9 -0.4 0.05
```
Forces are in eV/Å.

***

This record from OMol25 describes a structure of composition C17H20Cl3HoO3 in a non-equilibrium geometry. The level of theory is ωB97M-V/def2-TZVPD.

**Max |F|**: 5.52 eV Å⁻¹
**Highest occupied orbital energy (spin up / spin down)**: 2.608 / 0.320 eV
**2S+1**: 5
**Charge**: -2
**Calculated total energy**: -3214.019884 hartree

The geometry in XYZ format:
```
44
Properties=species:S:1:pos:R:3:forces:R:3:lowdin_spin:R:1
Ho 0.135 0.274 -0.244 -0.4 -1.8 1.5 3.12
C -0.247 -1.064 2.232 0.9 0.8 0.2 0.00
C 1.072 -1.419 1.836 -0.1 1.3 0.7 0.00
C 1.847 -0.219 1.750 -0.2 0.0 0.5 0.00
H 1.446 -2.427 1.746 0.0 0.0 -0.3 0.00
C 0.990 0.888 2.071 0.0 -0.6 1.0 0.00
C -0.306 0.357 2.379 1.0 -0.3 0.5 0.00
H -1.150 0.918 2.774 0.2 -0.1 -0.3 0.00
H -1.034 -1.760 2.497 0.0 0.1 -0.3 0.00
H 2.930 -0.161 1.576 -0.6 0.0 -0.1 0.00
H 1.292 1.940 2.158 -0.2 -0.5 -0.1 0.01
C -2.219 -0.725 -1.123 -0.3 0.6 -0.9 0.00
C -2.432 -0.131 0.127 -0.9 0.7 0.2 0.00
C -2.140 1.280 0.027 -0.7 -0.6 -1.0 0.00
H -2.869 -0.622 1.010 0.5 0.2 -0.5 0.00
C -1.724 1.508 -1.318 -1.4 0.9 -0.6 0.00
C -1.759 0.286 -2.040 -0.7 0.1 0.6 0.00
H -1.544 0.155 -3.101 0.0 0.0 0.3 0.00
H -2.489 -1.742 -1.412 0.4 0.3 0.2 0.00
H -2.250 2.037 0.799 0.1 -0.2 -0.1 0.00
H -1.489 2.501 -1.754 -0.2 -1.0 0.4 0.00
O 0.791 2.190 -1.011 3.4 1.3 -4.2 0.00
C 1.155 3.578 -1.417 1.5 -0.4 -0.2 0.00
C 2.529 3.130 -2.125 -1.7 -0.9 2.2 0.16
C 1.229 4.281 -0.116 0.6 2.0 0.8 0.11
C 0.341 4.334 -2.443 -0.2 0.2 -0.2 0.21
C 1.861 1.722 -2.072 0.7 -0.2 0.0 0.02
H 3.314 3.184 -1.363 0.1 0.1 -0.4 0.04
H 2.815 3.552 -3.098 -0.3 -0.1 0.4 0.08
H 1.390 1.523 -3.069 0.0 -0.2 1.2 0.01
H 2.543 0.841 -1.740 -1.6 1.4 -0.3 0.01
H 1.982 5.101 -0.204 -0.5 -0.4 0.2 0.05
H 1.490 3.646 0.751 0.1 0.2 -0.7 0.01
H 0.260 4.761 0.097 0.2 -0.2 0.1 0.02
H 0.976 5.172 -2.821 -0.4 -0.6 0.2 0.08
H -0.545 4.786 -1.999 -0.2 -0.1 -0.1 0.03
H 0.043 3.706 -3.293 0.1 0.2 0.1 0.04
Cl -0.449 -4.883 -2.398 0.2 -0.1 0.1 0.00
C 0.306 -3.969 -1.074 -0.2 1.3 0.4 0.00
Cl -0.967 -3.447 0.055 0.3 -0.5 -0.1 0.00
Cl 1.482 -4.972 -0.185 -0.1 -0.1 -0.1 0.00
C 1.113 -2.707 -1.677 0.1 2.3 0.2 0.00
O 1.902 -3.035 -2.552 -0.3 0.1 0.3 0.00
O 0.886 -1.507 -1.203 0.9 -4.7 -1.8 -0.01
```
Forces are in eV/Å.